1.
This record from the Open Molecules 2025 dataset describes a cluster of 20 separate species, C20H80N40O20 in total at a distorted geometry. The level of theory is ωB97M-V with the def2-TZVPD basis set.

Energy above the lowest of the compared OMol25 structures with the same formula, charge and spin (kJ/mol): 124.42
Kohn-Sham gap (eV): 9.6
HOMO (eV): -9.456
E_LUMO (Ha): 0.004
2S+1: 1

Element x y z (Å)
C -23.238 18.776 9.311
O -24.446 18.916 9.018
N -22.710 19.702 10.115
N -22.307 18.055 8.652
H -21.737 19.693 10.392
H -23.433 20.247 10.550
H -22.494 17.381 7.946
H -21.369 18.398 8.599
C -19.629 11.586 5.613
O -18.859 10.726 6.161
N -20.280 12.509 6.321
N -19.813 11.551 4.309
H -20.311 12.313 7.338
H -20.941 13.172 5.894
H -20.327 12.258 3.784
H -19.355 10.756 3.917
C -17.344 15.269 7.187
O -17.903 15.479 8.278
N -16.015 15.564 6.899
N -18.071 14.456 6.303
H -15.578 16.149 7.634
H -15.744 15.734 5.961
H -19.091 14.278 6.483
H -17.516 13.845 5.724
C -15.148 16.996 10.657
O -15.148 18.065 10.064
N -15.902 16.838 11.824
N -14.306 15.947 10.322
H -16.319 15.949 12.259
H -16.651 17.531 11.733
H -13.534 16.162 9.722
H -14.155 15.128 10.909
C -21.414 14.690 4.002
O -21.257 13.588 3.446
N -22.576 14.956 4.716
N -20.480 15.676 3.908
H -23.306 14.265 4.746
H -22.587 15.720 5.415
H -20.512 16.631 4.158
H -19.956 15.451 3.064
C -18.806 19.061 10.037
O -19.727 19.771 10.475
N -17.744 19.534 9.439
N -18.889 17.684 10.042
H -16.903 18.962 9.250
H -17.822 20.529 9.311
H -18.278 17.149 9.438
H -19.691 17.143 10.295
C -22.569 11.539 11.811
O -22.096 11.928 10.761
N -23.005 12.250 12.876
N -22.729 10.181 12.010
H -23.407 11.742 13.638
H -22.399 13.016 13.090
H -22.335 9.650 11.288
H -22.669 9.728 12.914
C -18.706 10.578 9.450
O -18.638 10.674 10.644
N -19.984 10.470 8.811
N -17.682 10.856 8.607
H -20.646 10.135 9.463
H -20.108 9.878 8.038
H -16.886 11.203 9.118
H -17.802 10.954 7.631
C -24.697 11.720 4.779
O -24.784 12.914 4.877
N -23.631 11.098 4.255
N -25.715 10.902 5.251
H -22.767 11.640 4.078
H -23.528 10.093 4.301
H -26.603 11.368 5.476
H -25.580 9.934 5.281
C -25.754 15.041 12.657
O -24.980 15.835 13.202
N -26.786 14.521 13.298
N -25.682 14.736 11.343
H -27.500 13.932 12.939
H -26.785 14.767 14.285
H -25.024 15.296 10.829
H -26.264 14.032 10.866
C -21.554 13.856 17.485
O -22.160 13.472 18.526
N -20.313 14.439 17.562
N -22.147 13.775 16.281
H -19.772 14.769 16.753
H -19.891 14.429 18.467
H -21.933 14.506 15.627
H -23.170 13.737 16.469
C -20.700 7.294 6.647
O -21.600 7.627 5.877
N -20.817 6.277 7.610
N -19.467 7.875 6.627
H -20.225 6.210 8.425
H -21.776 6.193 7.969
H -18.965 8.011 7.458
H -19.507 8.707 6.070
C -18.513 18.039 4.500
O -19.444 18.326 3.743
N -18.566 17.992 5.793
N -17.348 17.768 3.904
H -17.757 17.902 6.343
H -19.449 18.111 6.192
H -17.282 17.950 2.928
H -16.589 17.285 4.309
C -21.515 16.135 12.915
O -21.559 14.894 13.210
N -20.346 16.820 13.170
N -22.496 16.776 12.224
H -19.558 16.238 13.388
H -20.132 17.616 12.513
H -23.372 16.466 12.658
H -22.290 17.816 12.246
C -18.363 13.670 12.681
O -18.062 14.866 12.977
N -17.270 12.724 12.585
N -19.609 13.288 12.341
H -16.369 13.019 12.857
H -17.436 11.800 12.166
H -19.819 12.371 12.051
H -20.289 14.027 12.372
C -26.922 12.169 8.341
O -27.354 10.971 8.264
N -25.900 12.432 9.143
N -27.488 13.144 7.587
H -25.399 13.284 8.975
H -25.397 11.607 9.455
H -27.164 14.108 7.652
H -28.202 12.786 6.994
C -25.491 15.815 6.966
O -25.337 14.867 7.745
N -25.286 17.091 7.281
N -26.096 15.547 5.673
H -25.163 17.720 6.518
H -25.009 17.546 8.194
H -25.927 16.325 5.009
H -25.724 14.696 5.333
C -21.342 14.679 8.400
O -21.022 15.382 7.378
N -20.379 14.389 9.335
N -22.568 14.134 8.480
H -19.471 14.642 8.978
H -20.589 13.466 9.729
H -22.880 13.679 9.294
H -23.254 14.253 7.752
C -23.174 9.613 8.054
O -22.418 8.826 8.668
N -22.957 10.934 7.639
N -24.379 9.044 7.695
H -23.566 11.641 7.290
H -22.160 11.348 8.125
H -24.483 8.147 8.170
H -25.238 9.587 7.517
C -15.248 12.469 4.986
O -15.816 13.485 4.554
N -13.875 12.237 5.003
N -15.903 11.321 5.367
H -13.600 11.239 4.963
H -13.423 12.756 4.277
H -16.903 11.237 5.235
H -15.417 10.567 5.770

2.
This record from the Open Molecules 2025 dataset describes a structure of composition C20H8B4Br4O34V at a distorted geometry. The level of theory is ωB97M-V with the def2-TZVPD basis set.

Energy above the lowest of the compared OMol25 structures with the same formula, charge and spin (kJ/mol): 604.91
Kohn-Sham gap (eV): 6.7
Charge: -3
HOMO (eV): -2.756
E_LUMO (Ha): 0.145
2S+1: 1

Element x y z (Å)
O 31.438 7.282 -2.278
V 29.938 7.182 -1.868
O 29.218 5.709 -1.951
O 26.437 4.624 4.046
C 27.557 5.036 3.955
O 28.659 4.582 3.261
B 29.563 5.714 3.028
O 29.075 6.855 3.854
C 27.906 6.505 4.336
O 27.117 7.164 4.982
O 29.624 6.122 1.637
C 30.825 5.782 1.133
O 31.169 5.830 -0.030
C 31.732 5.312 2.292
O 30.966 5.352 3.408
O 32.912 4.970 2.124
O 31.160 11.603 -2.698
C 29.954 11.679 -2.702
O 29.194 12.699 -2.627
B 27.800 12.242 -2.555
O 27.816 10.821 -2.899
C 29.072 10.384 -2.825
O 29.508 9.202 -2.863
O 27.006 12.997 -3.638
C 25.977 13.544 -3.164
O 25.110 14.180 -3.708
C 26.018 13.342 -1.622
O 27.107 12.574 -1.322
O 25.164 13.678 -0.828
O 24.285 9.321 2.798
C 25.328 9.923 2.445
O 26.493 9.469 2.582
B 27.413 10.290 1.783
O 26.716 11.474 1.446
C 25.438 11.244 1.714
O 24.483 11.910 1.394
O 28.616 10.712 2.536
C 29.687 10.141 1.935
O 30.852 10.226 2.269
C 29.143 9.405 0.690
O 27.850 9.514 0.608
O 29.816 8.664 -0.055
O 25.212 6.913 0.881
C 24.967 7.378 -0.233
O 23.842 8.103 -0.610
B 24.125 8.834 -1.808
O 25.388 8.312 -2.356
C 26.015 7.697 -1.339
O 27.237 7.433 -1.189
O 24.237 10.285 -1.637
C 23.212 10.935 -2.074
O 22.894 12.082 -1.751
C 22.291 9.858 -2.742
O 22.850 8.658 -2.488
O 21.123 10.002 -3.039
Br 27.677 3.882 -5.758
C 27.620 3.409 -3.839
C 26.483 4.348 -3.326
Br 26.426 4.300 -1.320
H 28.620 3.346 -3.410
H 27.445 2.345 -3.678
H 25.505 4.091 -3.733
H 26.636 5.367 -3.680
Br 31.591 6.843 -9.082
C 30.602 7.326 -7.481
C 30.949 6.350 -6.349
Br 29.842 6.993 -4.768
H 29.543 7.399 -7.727
H 30.894 8.344 -7.223
H 31.991 6.271 -6.039
H 30.604 5.345 -6.592

Here are the calculated energy numbers, same order: -4506.0360, -14665.5680 (a.u.).